{
  "formula": "C9H9N3O2",
  "method": "ωB97M-V with the def2-TZVPD basis set",
  "symbols": ["O", "O", "N", "N", "N", "C", "C", "C", "C", "C", "C", "C", "C", "C", "H", "H", "H", "H", "H", "H", "H", "H", "H"],
  "xyz": [[3.2124, 0.1505, 0.0137], [-0.2379, 1.2540, -2.7582], [-0.3720, 1.8541, -0.5634], [0.1666, -2.3746, -0.1860], [1.4561, 0.7044, -1.3119], [-0.0905, -2.4432, 1.0742], [-1.1632, -1.6222, 1.5939], [-1.3126, -0.5542, -0.5080], [-0.4148, -1.4987, -0.9221], [0.2478, 1.2805, -1.6503], [-1.8061, -0.7036, 0.7765], [1.4244, 1.4006, 0.9679], [2.1256, 0.7052, -0.0878], [0.2309, 1.9868, 0.6750], [-1.7938, 0.1511, -1.1738], [0.3966, -3.2145, 1.6288], [-0.0981, -1.4337, -2.0344], [-2.6378, -0.2872, 1.2836], [-0.3170, 2.5662, 1.3929], [1.8613, 1.4699, 1.9525], [-1.2768, 2.2472, -0.7119], [-1.5790, -1.8523, 2.5768], [1.9780, 0.2141, -2.0279]],
  "forces_ev_per_a": [[-0.91, 0.47, -0.13], [0.00, -0.06, 0.12], [1.00, 1.04, 0.68], [2.11, -1.80, -0.53], [0.40, 0.13, -0.39], [-2.91, 1.51, 1.53], [1.10, -1.66, 0.08], [-2.29, -0.30, 0.40], [0.27, 2.02, -4.18], [0.63, 0.02, 0.07], [1.38, -1.48, 1.15], [-1.27, 0.81, -0.12], [0.88, -0.58, 0.23], [0.95, -0.87, -0.26], [0.14, -0.52, -0.23], [0.26, -0.21, 0.58], [-0.55, -0.39, 1.82], [-0.83, 1.13, -0.40], [-0.21, 0.05, 0.20], [0.03, 0.03, -0.12], [-0.26, 0.26, -0.22], [0.35, 0.27, -0.11], [-0.28, 0.13, -0.19]],
  "gap_ev": 9.69,
  "homo_ev": -9.3,
  "smiles": "O=c1cc[nH]c(=O)[nH]1.c1ccncc1"
}

=====

{
  "formula": "C21H26N2O3S",
  "method": "ωB97M-V with the def2-TZVPD basis set",
  "symbols": ["S", "O", "O", "O", "N", "N", "C", "C", "C", "C", "C", "C", "C", "C", "C", "C", "C", "C", "C", "C", "C", "C", "C", "C", "C", "C", "C", "H", "H", "H", "H", "H", "H", "H", "H", "H", "H", "H", "H", "H", "H", "H", "H", "H", "H", "H", "H", "H", "H", "H", "H", "H", "H"],
  "xyz": [[-2.2053, -0.2257, 1.1017], [2.7212, -3.5489, -0.8162], [-2.5197, -0.4921, 2.4729], [-1.0677, 0.6182, 0.8300], [2.6225, -1.5700, 0.2586], [-2.1128, -1.7026, 0.3099], [-5.8837, 1.4674, -0.9462], [4.4467, -0.1763, -0.6515], [3.8813, 3.0139, 1.2992], [-5.9814, 0.3360, -0.1497], [-0.0092, -2.6909, 1.1270], [-1.5343, -2.7819, 1.0849], [3.8371, 1.1060, -0.1610], [-3.6396, 0.4675, 0.2875], [0.5399, -2.6836, -0.3035], [0.5939, 3.0157, -0.5785], [4.0476, -1.3413, 0.2691], [-3.5304, 1.5960, -0.5007], [-0.0718, -1.5133, -1.0801], [2.0678, -2.6500, -0.3260], [-1.5984, -1.6109, -1.0401], [1.9683, 2.6477, -0.1145], [-4.8519, -0.1689, 0.4717], [-4.6628, 2.0985, -1.1222], [2.5893, 1.5098, -0.6136], [4.4809, 1.8704, 0.8043], [2.6303, 3.3973, 0.8481], [0.2634, -1.7686, 1.6447], [4.5147, -2.2676, -0.0724], [2.1636, 4.2862, 1.2474], [-4.8892, -1.0416, 1.1034], [2.0886, 0.9280, -1.3761], [-6.9361, -0.1487, -0.0134], [5.5349, -0.1007, -0.6583], [-0.1252, 2.3619, -0.0826], [0.2521, -3.6214, -0.7933], [0.3571, 4.0467, -0.3277], [2.0399, -0.8150, 0.5863], [0.3977, -3.5365, 1.6835], [4.3895, 3.6082, 2.0448], [-2.5664, 2.0674, -0.6120], [-1.9375, -2.4990, -1.5840], [-1.9544, -2.7030, 2.0880], [5.4546, 1.5694, 1.1638], [-6.7654, 1.8608, -1.4296], [-1.8524, -3.7267, 0.6324], [0.2679, -1.5285, -2.1174], [4.3690, -1.1271, 1.2935], [0.4967, 2.8781, -1.6542], [-2.0519, -0.7284, -1.4972], [-4.5919, 2.9807, -1.7402], [0.2166, -0.5647, -0.6258], [4.1065, -0.3978, -1.6644]],
  "forces_ev_per_a": [[-0.36, -0.14, -0.32], [0.20, -0.31, -0.22], [-0.16, -0.22, 0.06], [-0.23, -0.07, -0.16], [0.14, 0.42, 0.24], [-0.31, 0.86, 0.56], [0.02, 0.06, -0.04], [-0.08, -0.14, 0.23], [0.06, 0.00, 0.09], [0.06, -0.07, 0.08], [-0.19, -0.20, -0.17], [0.28, -0.15, 0.64], [0.09, -0.04, -0.15], [0.48, -0.14, 0.15], [0.18, 0.09, 0.02], [-0.08, -0.05, 0.07], [0.28, -0.08, -0.18], [0.20, 0.07, 0.02], [-0.13, -0.19, -0.04], [-0.64, -0.13, 0.01], [0.27, 0.31, -0.50], [0.02, 0.06, 0.04], [-0.17, -0.06, 0.05], [-0.04, 0.00, 0.01], [0.06, 0.07, 0.05], [0.00, 0.01, 0.01], [-0.05, 0.01, -0.03], [0.07, -0.03, 0.08], [-0.03, 0.11, 0.13], [-0.06, 0.10, 0.02], [-0.12, -0.14, 0.05], [-0.05, -0.08, -0.11], [-0.07, -0.05, 0.02], [0.02, 0.01, -0.05], [-0.06, 0.11, -0.09], [0.13, 0.06, 0.04], [-0.04, 0.08, -0.03], [-0.09, -0.11, -0.02], [0.03, 0.02, 0.05], [0.04, 0.05, 0.06], [0.10, 0.09, -0.05], [-0.04, 0.09, 0.02], [0.05, -0.26, -0.05], [0.12, -0.03, 0.03], [-0.07, 0.03, -0.04], [-0.03, 0.07, 0.01], [0.02, 0.03, -0.02], [0.04, -0.05, -0.09], [-0.05, 0.03, -0.08], [0.02, -0.12, -0.22], [0.02, 0.07, -0.04], [0.07, -0.02, -0.12], [0.05, -0.02, -0.02]],
  "gap_ev": 9.37,
  "homo_ev": -8.9,
  "smiles": "Cc1cccc(CCNC(=O)C2CCN(S(=O)(=O)c3ccccc3)CC2)c1"
}

=====

{
  "formula": "C4H7NO",
  "method": "ωB97M-V with the def2-TZVPD basis set",
  "symbols": ["O", "N", "C", "C", "C", "C", "H", "H", "H", "H", "H", "H", "H"],
  "xyz": [[0.6403, 1.0475, -0.6151], [2.3815, -0.0312, 0.5323], [-0.7928, 0.9395, -0.5406], [0.0458, -0.8639, 0.6212], [1.1682, 0.0647, 0.1975], [-1.0184, -0.5802, -0.4565], [2.9358, 0.7213, 0.1214], [-1.3284, 1.6914, -1.0942], [0.3911, -1.8962, 0.7232], [-0.8108, -1.2157, -1.3350], [-0.3278, -0.5290, 1.5974], [-2.0441, -0.7464, -0.1401], [-1.2404, 1.3981, 0.3885]],
  "forces_ev_per_a": [[-0.25, 0.37, 0.46], [-0.43, 0.07, -0.34], [-0.39, 0.09, 1.34], [-0.06, 0.00, -0.02], [0.09, 0.01, 0.14], [-0.31, 0.28, 0.18], [-0.09, -0.02, 0.06], [0.36, -0.54, -2.16], [-0.08, 0.24, -0.15], [-0.09, 0.81, 0.00], [0.12, -0.08, -0.11], [-0.04, -0.35, 0.16], [1.17, -0.89, 0.43]],
  "gap_ev": 10.83,
  "homo_ev": -9.9,
  "smiles": "[H]/N=C1/CCCO1"
}

=====

{
  "formula": "C5H15N3",
  "method": "ωB97M-V with the def2-TZVPD basis set",
  "symbols": ["N", "N", "N", "C", "C", "C", "C", "C", "H", "H", "H", "H", "H", "H", "H", "H", "H", "H", "H", "H", "H", "H", "H"],
  "xyz": [[0.6789, -0.2569, 2.4597], [-1.8298, -1.1805, -2.6909], [0.7346, 1.4642, -1.8174], [1.3719, -0.8500, 1.3184], [-0.4716, 0.7866, -2.1622], [0.8040, 1.2016, 2.4289], [-0.7406, -0.6400, 2.4159], [-0.5821, -0.5454, -2.3534], [-2.1143, -1.8555, -1.9568], [1.8726, 1.4964, 2.4495], [0.7939, 2.4111, -2.2426], [-1.3665, 1.4410, -2.2471], [0.2971, 1.6239, 3.2940], [-1.2564, -0.2285, 3.2539], [0.2886, -1.2643, -2.2758], [-1.7471, -1.6963, -3.5760], [-0.8053, -1.7174, 2.4155], [0.8142, 1.5870, -0.7961], [-1.2088, -0.2639, 1.4931], [1.2731, -1.9430, 1.3942], [0.3479, 1.6112, 1.5129], [0.9780, -0.4985, 0.3306], [2.4577, -0.6072, 1.4059]],
  "forces_ev_per_a": [[-0.31, 0.21, -0.31], [-0.31, -0.26, 0.30], [0.42, 0.61, 0.34], [0.57, 0.07, 0.34], [-0.80, -0.42, -0.19], [0.45, -0.48, -0.06], [1.07, 0.29, -0.76], [0.88, -0.07, 0.11], [0.32, 0.60, -0.76], [-0.58, -0.18, 0.04], [-0.25, -1.08, 0.48], [0.36, -0.80, -0.17], [0.01, 0.10, 0.02], [-0.40, 0.21, 0.67], [-0.60, 1.30, 0.02], [0.00, 0.26, 0.63], [-0.14, -0.33, 0.12], [0.00, -0.12, -0.76], [-0.14, -0.02, -0.04], [0.02, 0.30, -0.23], [-0.03, 0.16, -0.01], [0.22, -0.21, 0.49], [-0.76, -0.14, -0.27]],
  "gap_ev": 9.65,
  "homo_ev": -8.7,
  "smiles": "N/C=C/N.CN(C)C"
}

=====

{
  "formula": "C13H27N3O6",
  "method": "ωB97M-V with the def2-TZVPD basis set",
  "symbols": ["O", "O", "O", "O", "O", "O", "N", "N", "N", "C", "C", "C", "C", "C", "C", "C", "C", "C", "C", "C", "C", "C", "H", "H", "H", "H", "H", "H", "H", "H", "H", "H", "H", "H", "H", "H", "H", "H", "H", "H", "H", "H", "H", "H", "H", "H", "H", "H", "H"],
  "xyz": [[-3.6439, -5.8766, -0.2795], [0.1702, -1.2136, -3.3401], [1.3698, 1.9647, 1.3079], [-2.0751, -4.7795, -1.4328], [-0.5443, -0.2729, -1.4495], [-0.1974, 2.8351, 3.8554], [0.4608, 3.9354, 0.4157], [3.3469, 0.8387, 0.9656], [-1.6769, 1.7004, 0.6211], [0.3608, -0.7202, -2.0930], [-3.2156, -4.8432, -0.6986], [-3.7842, -3.4445, -0.5428], [2.6986, 2.1349, 0.8818], [-0.5230, 2.9558, 2.4663], [-1.7557, -3.4114, -1.7415], [2.5063, -1.1845, -3.0148], [1.8079, -0.8856, -1.6955], [-3.0676, -2.6450, -1.6206], [0.7565, 1.8518, 4.2200], [1.3836, -1.8218, -3.8276], [0.7397, 3.2031, 1.6285], [-1.4798, 1.8248, 2.0564], [-2.5883, 1.2962, 0.4473], [-1.0085, 1.0544, 0.2167], [1.2998, 4.3725, 0.0518], [-3.5298, -3.1015, 0.4638], [-0.2107, 4.6770, 0.5677], [-1.0683, 3.9025, 2.4469], [1.4312, -1.6337, -4.8970], [-4.8685, -3.4782, -0.6143], [1.8500, -1.7295, -1.0006], [2.7386, 2.4704, -0.1623], [1.7761, 2.2159, 4.0625], [-1.0225, -3.0573, -1.0121], [-3.6175, -2.6986, -2.5612], [-1.1394, 0.9036, 2.5404], [-2.8934, -1.6002, -1.3772], [0.6039, 1.6576, 5.2788], [4.3538, 0.9540, 0.9554], [-2.4373, 2.0657, 2.5169], [-1.3167, -3.3902, -2.7348], [3.1659, 2.9113, 1.5132], [3.1104, 0.4150, 1.8569], [2.8253, -0.2559, -3.4899], [0.6330, 0.9222, 3.6647], [1.3138, -2.8985, -3.6534], [1.4239, 3.7371, 2.3097], [2.1679, -0.0186, -1.1487], [3.3700, -1.8393, -2.9234]],
  "forces_ev_per_a": [[-0.02, 0.01, 0.04], [0.02, -0.02, -0.01], [-0.08, 0.05, 0.05], [-0.03, -0.02, 0.06], [-0.08, -0.01, -0.01], [-0.08, -0.07, -0.10], [0.16, 0.22, -0.07], [-0.02, -0.02, 0.11], [-0.13, -0.15, 0.11], [0.01, -0.08, 0.02], [0.04, 0.01, -0.11], [-0.04, -0.07, 0.13], [-0.07, 0.02, 0.03], [0.11, 0.13, 0.18], [0.03, 0.00, 0.02], [0.00, 0.06, -0.07], [-0.02, -0.03, 0.06], [0.02, 0.00, -0.07], [-0.14, 0.13, -0.11], [-0.09, 0.01, 0.03], [-0.04, -0.35, 0.10], [0.19, 0.03, 0.08], [0.00, 0.04, -0.05], [0.11, 0.23, -0.12], [-0.01, 0.00, 0.05], [0.01, 0.01, -0.01], [-0.11, -0.14, 0.00], [-0.06, -0.01, -0.17], [0.04, 0.00, 0.01], [0.02, 0.02, -0.03], [0.02, -0.01, -0.03], [-0.02, 0.05, 0.01], [0.05, -0.03, 0.01], [0.01, 0.00, -0.02], [0.00, 0.02, 0.00], [0.07, -0.06, -0.06], [-0.02, 0.01, 0.01], [0.05, 0.00, 0.06], [0.00, -0.01, -0.09], [-0.02, 0.01, 0.09], [-0.01, 0.03, -0.01], [0.05, -0.05, -0.01], [-0.02, 0.04, 0.02], [0.02, -0.01, 0.00], [-0.01, -0.05, -0.02], [0.01, 0.00, -0.02], [0.05, 0.06, -0.09], [0.00, 0.00, 0.01], [0.00, 0.00, 0.01]],
  "gap_ev": 9.24,
  "homo_ev": -8.7,
  "smiles": "CO[C@H](CN)[C@H](N)OCN.O=C1CCCO1.O=C1CCCO1"
}

=====

{
  "formula": "H4N3O2S",
  "method": "ωB97M-V with the def2-TZVPD basis set",
  "symbols": ["S", "O", "O", "N", "N", "N", "H", "H", "H", "H"],
  "xyz": [[2.3197, -0.4174, -0.1447], [1.9770, 0.6248, -1.1855], [3.0846, 0.3155, 0.8883], [0.0340, 0.6093, 0.7371], [0.6407, -0.6386, 0.6223], [-0.1324, -1.3734, -0.4543], [0.2743, 1.1072, 1.4937], [-0.9512, -0.7557, -0.3638], [0.4074, -1.1476, -1.2765], [0.1088, 1.1461, -0.2136]],
  "forces_ev_per_a": [[0.10, 1.89, -0.40], [-0.20, -1.09, -0.34], [-0.09, -0.77, 0.66], [-2.28, -1.00, -5.56], [0.61, -0.74, -0.14], [0.24, 0.89, 2.22], [1.56, 1.93, 3.13], [0.04, -0.67, -0.97], [-0.45, 0.36, -0.84], [0.47, -0.79, 2.25]],
  "gap_ev": 7.81,
  "homo_ev": -3.6,
  "total_charge": -1
}